[1]
This record from the Open Molecules 2025 dataset describes a single C24H42N2O3 molecule. The level of theory is ωB97M-V with the def2-TZVPD basis set.

Last column: Löwdin charge in e.
Positions of all 71 atoms, in Å:
C  9.511435  0.352162  2.373238  -0.14
C  9.215746  0.971971  0.913831  -0.27
C  8.444905  -0.109391  0.005306  -0.24
C  6.988225  -0.505646  0.635950  -0.22
C  6.168328  -1.265757  -0.531144  -0.22
C  4.912100  -0.303804  -0.961447  -0.20
C  3.803526  -1.304315  -1.647063  -0.21
C  2.316055  -1.037302  -1.007279  -0.19
C  1.212471  -1.108820  -2.194831  -0.21
C  -0.003687  -2.131503  -1.915799  -0.20
C  -1.464381  -1.501498  -2.306746  -0.16
C  -1.705350  -0.160813  -1.445514  -0.22
C  -1.684085  1.065320  -2.516594  -0.17
N  -1.753839  1.904537  -3.395726  0.14
C  -3.134655  -0.068866  -0.697042  -0.33
C  -4.200903  0.426056  -1.818198  -0.13
N  -5.120321  0.969422  -2.400753  0.17
C  -3.606869  -1.420103  0.034703  -0.14
C  -5.035021  -1.234773  0.820200  -0.17
C  -4.865709  -0.929156  2.392885  -0.17
C  -6.037294  -1.582204  3.315596  -0.21
O  -7.334880  -1.622147  2.653847  -0.10
C  -8.282162  -2.355471  3.456655  -0.23
O  -9.526840  -2.109162  3.459713  0.02
C  -2.943002  1.048633  0.494177  -0.13
C  -4.166673  2.089156  0.608237  -0.17
C  -3.801363  3.373489  -0.289067  -0.26
O  -4.942028  4.213422  -0.586309  -0.22
C  -4.378223  5.325109  -1.371236  -0.12
H  10.418146  0.867453  2.844121  0.07
H  9.700290  -0.790517  2.275242  0.08
H  8.541423  0.477413  2.992653  0.08
H  10.190895  1.254116  0.378271  0.10
H  8.517662  1.871247  1.059761  0.10
H  8.212438  0.290141  -1.058619  0.11
H  9.055713  -1.088325  -0.112675  0.12
H  7.128896  -1.191155  1.563901  0.11
H  6.459529  0.451639  1.018537  0.11
H  6.785499  -1.392491  -1.503939  0.11
H  5.775109  -2.295172  -0.194912  0.10
H  4.444370  0.230435  -0.057727  0.09
H  5.267165  0.509230  -1.710993  0.12
H  3.782599  -0.990341  -2.765799  0.10
H  4.105145  -2.408211  -1.580632  0.10
H  2.094250  -1.744347  -0.131333  0.11
H  2.360772  0.062239  -0.632697  0.10
H  1.710554  -1.429927  -3.195110  0.11
H  0.866444  -0.012322  -2.373334  0.11
H  0.164180  -3.063214  -2.592424  0.11
H  -0.015677  -2.556148  -0.832491  0.11
H  -2.260987  -2.312581  -2.181502  0.10
H  -1.378138  -1.258168  -3.440076  0.13
H  -0.864094  -0.053594  -0.676326  0.14
H  -3.794171  -2.307339  -0.692158  0.11
H  -2.825426  -1.808587  0.800150  0.13
H  -5.712903  -0.452135  0.334356  0.11
H  -5.575389  -2.261275  0.745612  0.12
H  -4.977472  0.220719  2.525078  0.11
H  -3.855685  -1.249823  2.840493  0.12
H  -6.166678  -0.887848  4.239162  0.14
H  -5.694913  -2.634350  3.667656  0.13
H  -7.929597  -3.201726  4.171697  0.16
H  -2.705985  0.554841  1.512995  0.12
H  -1.982183  1.646660  0.220943  0.12
H  -4.174579  2.458464  1.712763  0.12
H  -5.204258  1.645960  0.421237  0.11
H  -2.995843  3.999980  0.273946  0.13
H  -3.259900  2.980746  -1.239440  0.10
H  -5.279585  6.034023  -1.558995  0.10
H  -3.938876  4.945078  -2.378634  0.11
H  -3.574242  5.900686  -0.768366  0.09

Atomic forces in eV per Å
-0.5 -0.3 -0.7
-0.2 -1.0 -0.1
-0.8 0.1 0.4
1.2 -0.5 -0.4
-0.8 1.5 0.2
0.0 -1.8 -0.2
-0.3 1.6 -0.2
0.9 0.6 -1.3
0.0 0.1 0.1
-0.5 -0.5 -0.5
1.6 -0.4 -0.6
-0.6 0.3 -1.6
-0.1 2.5 -2.7
0.5 -4.7 5.1
0.1 0.4 0.1
-3.6 2.2 -0.3
5.2 -3.3 3.0
-1.1 -0.7 -0.2
0.4 -1.2 0.5
-1.3 1.0 0.0
1.4 0.5 0.8
-1.1 -1.8 2.2
-4.0 1.3 -0.1
5.8 -0.9 -0.6
-0.1 0.7 -0.7
0.7 1.0 1.3
0.6 -1.0 0.3
2.6 0.2 -0.7
-1.1 0.6 -0.2
-1.5 -0.8 -0.4
-0.1 2.0 0.2
1.8 -0.2 -0.7
-1.5 -0.2 0.9
1.2 -1.1 -0.5
0.6 -0.5 1.7
-0.9 1.7 0.2
-0.2 1.1 -1.6
0.7 -1.6 -0.8
-0.8 0.0 1.8
0.6 1.7 -0.5
0.8 -0.9 -1.2
-0.6 -1.4 1.3
-0.2 -0.8 1.8
-0.4 1.7 0.0
0.3 1.0 -1.3
-0.3 -2.0 -0.4
-0.8 0.5 1.8
0.3 -2.0 0.3
-0.4 1.6 1.2
0.1 1.0 -1.7
1.0 1.4 0.0
-0.4 -0.3 2.0
-1.2 0.1 -1.2
0.5 1.8 0.9
-1.1 1.0 -1.4
1.1 -1.2 0.6
0.8 1.8 0.0
0.4 -1.9 -0.1
-1.5 0.4 -0.8
0.4 -1.3 -1.4
-0.8 1.6 -0.6
0.2 1.4 -1.4
-0.6 0.5 -1.9
-1.7 -0.8 0.5
-0.1 -0.6 -1.8
1.6 0.7 -0.1
-1.3 -1.0 -0.7
-1.2 0.8 1.2
1.7 -1.2 0.2
-0.7 0.6 1.7
-1.2 -1.0 -0.9

Calculated values
DFT total energy: -34683.25622 eV
Total charge: 0
Highest occupied orbital energy: -9.81 eV
SMILES: CCCCCCCCCCC[C@@H](C#N)[C@@](C#N)(CCCCOC=O)CCCOC
M: 406.61 g/mol
Gap between HOMO and LUMO: 10.1428 eV
LUMO energy: 0.335 eV

=====

[2]
This record from the Open Molecules 2025 dataset describes a gas-phase ion, CH3O3 (charge +1). The level of theory is ωB97M-V with the def2-TZVPD basis set.

Last column: natural (NBO) charge in e.
Positions of all 7 atoms, in Å:
C  0.835592  0.028206  0.026641  -0.35
O  -2.450511  -0.014089  0.082248  0.19
O  -0.443608  0.504516  0.375432  -0.04
O  -1.376821  -0.337848  -0.122126  0.41
H  0.734749  -0.798633  -0.721354  0.24
H  1.208346  0.985585  -0.502256  0.27
H  1.492256  -0.367737  0.861417  0.28

Atomic forces in eV per Å
2.6 0.3 -2.0
-3.2 0.8 0.5
-0.6 0.3 1.2
2.2 -1.3 -0.6
0.0 0.8 0.5
0.2 -1.8 0.9
-1.2 1.0 -0.5

Calculated values
DFT total energy: -7211.00845 eV
Total charge: +1
Highest occupied orbital energy (spin up / spin down): -18.70 / -18.74 eV
M: 63.03 g/mol
Gap between HOMO and LUMO (spin up / spin down): 8.7158 / 8.8751 eV
ΔE to the lowest compared entry with this formula, charge and spin: 4.839 eV
LUMO energy (spin up / spin down): -9.980 / -9.869 eV

=====

[3]
This record from the Open Molecules 2025 dataset describes a molecular structure, C4H11CsNO. The level of theory is ωB97M-V with the def2-TZVPD basis set.

Last column: natural (NBO) charge in e.
Positions of all 18 atoms, in Å:
Cs  -1.563957  -2.675654  2.103242  1.00
C  1.541583  1.354196  1.126412  -0.63
C  0.422153  0.458276  0.682932  -0.12
C  -0.258587  0.856466  -0.551928  -0.12
O  -1.593237  0.298896  -0.695038  -0.33
C  -1.561687  -0.942324  -1.503688  -0.30
N  0.824973  -0.914134  0.648712  -0.50
H  1.148693  2.330426  1.410522  0.27
H  2.314473  1.488626  0.369662  0.24
H  2.110413  0.869736  1.920032  0.26
H  -0.307967  0.619656  1.476022  0.24
H  0.308953  0.869616  -1.482418  0.24
H  -0.405687  1.936336  -0.570328  0.30
H  -1.359737  -0.940494  -2.574818  0.27
H  -2.536677  -1.429524  -1.515128  0.24
H  -0.871657  -1.688054  -1.108928  0.15
H  1.657303  -1.014294  0.085422  0.41
H  0.130643  -1.477754  0.179312  0.36

Atomic forces in eV per Å
-0.4 -0.4 0.5
1.2 0.3 -0.7
0.9 -0.4 4.2
-3.1 1.4 -4.1
2.7 -1.7 -1.2
-1.4 0.2 0.2
-0.5 0.9 -1.7
0.2 -0.1 0.1
-0.1 0.2 -0.4
-0.4 0.2 0.4
-0.5 -0.5 0.0
0.3 -1.4 -0.1
-0.3 0.4 1.2
0.6 1.2 -0.1
-0.3 0.5 0.6
0.5 0.1 0.3
1.0 -0.3 0.3
-0.2 -0.6 0.3

Calculated values
DFT total energy: -8392.58997 eV
Total charge: +2
Highest occupied orbital energy (spin up / spin down): -19.60 / -18.79 eV
2S+1: 2
M: 222.04 g/mol
Gap between HOMO and LUMO (spin up / spin down): 12.6399 / 6.1279 eV
ΔE to the lowest compared entry with this formula, charge and spin: 0.795 eV
LUMO energy (spin up / spin down): -6.961 / -12.663 eV

=====

[4]
This record from the Open Molecules 2025 dataset describes a single C22H27FN6O4 molecule. The level of theory is ωB97M-V with the def2-TZVPD basis set.

Last column: natural (NBO) charge in e.
Positions of all 60 atoms, in Å:
C  -7.094039  -0.576224  -2.042585  -0.64
C  -6.954426  0.362122  -0.852205  -0.07
O  -5.712074  0.179307  -0.179247  -0.53
C  -4.646841  0.814390  -0.729600  0.89
O  -4.722948  1.552276  -1.686459  -0.67
N  -3.490718  0.501168  -0.106255  -0.45
C  -3.395687  -0.240025  1.133840  -0.26
C  -3.028935  0.721669  2.275022  -0.22
N  -1.856946  1.527919  2.002972  -0.44
C  -0.564801  1.053771  2.423350  -0.25
C  0.137207  -0.015694  1.628877  0.39
N  -0.462214  -1.045245  1.053888  -0.53
C  0.521670  -1.772610  0.484991  0.37
C  1.752398  -1.189759  0.726245  -0.09
C  2.980715  -1.766225  0.274438  0.66
O  4.105443  -1.346866  0.474699  -0.62
N  2.741595  -2.936716  -0.451790  -0.45
C  3.896942  -3.637800  -0.988490  -0.42
C  1.520051  -3.537846  -0.725544  0.80
O  1.456414  -4.562668  -1.367289  -0.63
N  0.389283  -2.918804  -0.230725  -0.41
C  -0.918750  -3.487273  -0.471690  -0.41
N  1.482782  -0.060984  1.472397  -0.30
C  2.516115  0.859969  1.873816  -0.23
C  3.019718  1.663423  0.696439  -0.05
C  4.379385  1.903521  0.551116  -0.16
C  4.853546  2.637215  -0.520291  -0.28
C  3.949531  3.120981  -1.448508  0.40
F  4.404050  3.836231  -2.496425  -0.32
C  2.591466  2.888178  -1.333809  -0.28
C  2.134183  2.155587  -0.253764  -0.19
C  -1.944408  2.184614  0.715334  -0.23
C  -2.282079  1.225333  -0.436034  -0.25
H  -6.335892  -0.340683  -2.785176  0.22
H  -6.971333  -1.609242  -1.725316  0.21
H  -8.076384  -0.454613  -2.490012  0.21
H  -7.030446  1.402820  -1.184067  0.20
H  -7.715558  0.155786  -0.096181  0.18
H  -4.346743  -0.727576  1.336683  0.23
H  -2.601392  -0.983543  1.023386  0.24
H  -2.870737  0.159509  3.195723  0.20
H  -3.862538  1.417836  2.429293  0.19
H  0.090501  1.931626  2.460636  0.21
H  -0.678008  0.682471  3.449802  0.22
H  3.949407  -4.641626  -0.567902  0.21
H  4.781664  -3.065853  -0.719378  0.24
H  3.808566  -3.718479  -2.071286  0.22
H  -1.403893  -3.711410  0.478302  0.21
H  -0.781675  -4.399029  -1.049397  0.25
H  -1.533924  -2.779199  -1.027436  0.21
H  3.345042  0.276274  2.283197  0.24
H  2.132162  1.520861  2.655805  0.22
H  5.073328  1.502458  1.272672  0.22
H  5.907077  2.827563  -0.647580  0.23
H  1.913265  3.272385  -2.078967  0.23
H  1.075600  1.959327  -0.162139  0.21
H  -1.010727  2.712736  0.514415  0.20
H  -2.748083  2.927282  0.784846  0.20
H  -2.457442  1.778879  -1.359289  0.25
H  -1.476500  0.500416  -0.583890  0.20

Atomic forces in eV per Å
0.2 0.2 0.3
-0.4 0.1 -0.4
0.3 0.0 0.1
-0.1 -0.2 0.0
-0.2 0.2 -0.3
0.1 -0.1 0.1
-0.1 -0.2 0.4
-0.1 -0.2 -0.1
0.2 -0.1 0.0
0.0 0.3 0.2
0.3 0.0 0.0
-0.2 -0.4 -0.1
1.0 0.9 0.4
-0.6 -0.5 -0.2
-0.2 0.2 0.2
0.1 0.1 0.1
0.2 -0.1 -0.1
0.3 -0.1 -0.1
-0.2 0.0 0.0
0.1 -0.3 -0.2
0.0 -0.1 0.0
-0.2 -0.2 -0.1
-0.4 -0.4 0.0
0.4 0.4 0.1
0.0 0.0 0.0
-0.2 0.0 0.0
0.0 0.2 -0.2
-0.1 -0.1 0.1
0.0 -0.1 0.1
0.2 0.1 -0.1
0.2 0.0 0.1
0.0 -0.1 -0.2
0.1 0.3 -0.2
0.0 0.0 -0.1
0.0 -0.1 0.0
-0.1 0.0 -0.1
0.0 -0.2 0.1
0.1 0.1 -0.1
0.1 0.0 0.0
-0.3 0.1 0.1
0.0 0.0 0.1
-0.1 -0.1 0.0
0.0 -0.1 0.1
0.1 0.1 -0.1
0.0 0.0 -0.1
-0.1 -0.1 0.0
0.0 0.0 0.1
0.0 0.0 0.0
0.0 0.1 0.1
0.0 0.0 0.0
-0.1 0.1 0.0
0.0 -0.2 -0.1
0.1 -0.1 0.1
0.1 0.0 0.0
0.0 0.1 -0.1
-0.1 -0.1 0.0
0.0 0.1 0.0
0.1 0.0 -0.1
0.1 -0.1 0.1
-0.1 0.1 0.0

Calculated values
DFT total energy: -43102.61996 eV
Total charge: 0
Highest occupied orbital energy: -8.30 eV
SMILES: CCOC(=O)N1CCN(Cc2nc3c(c(=O)n(C)c(=O)n3C)n2Cc2ccc(F)cc2)CC1
M: 458.49 g/mol
Gap between HOMO and LUMO: 8.8114 eV
LUMO energy: 0.515 eV

=====

[5]
This record from the Open Molecules 2025 dataset describes 4 unconnected molecules or ions with the total composition C4H14O3. The level of theory is ωB97M-V with the def2-TZVPD basis set.

Last column: natural (NBO) charge in e.
Positions of all 21 atoms, in Å:
C  -1.736537  -1.326334  0.161296  -0.70
C  -1.545315  -0.275534  -0.935191  0.34
C  -1.668812  1.061970  -0.889756  -0.18
C  -0.918939  -0.860114  -2.257487  -0.68
H  -2.406307  -2.151739  -0.105722  0.29
H  -2.263220  -0.663521  0.836450  0.25
H  -0.786629  -1.675766  0.550914  0.28
H  -2.226238  1.621894  -1.632712  0.27
H  -1.291423  1.617764  -0.029404  0.26
H  -1.514681  -1.797173  -2.372456  0.29
H  -0.201482  -1.560451  -1.838535  0.29
H  -0.940387  -0.079253  -3.006403  0.28
H  1.230331  1.763063  0.990049  0.46
H  1.108671  3.045029  0.225547  0.46
O  1.457825  2.699166  1.049093  -0.92
H  1.414697  -1.062723  -0.387208  0.45
H  1.889570  -0.517878  0.996484  0.50
O  1.809254  -0.298144  0.043574  -0.96
H  3.367381  -0.199511  3.340224  0.50
H  2.300895  0.681642  2.755172  0.47
O  2.921349  -0.022397  2.506061  -0.95

Atomic forces in eV per Å
-0.9 2.5 -0.2
2.1 -4.3 -2.6
-0.6 1.6 1.1
-3.2 -0.3 3.1
0.3 0.2 -0.3
0.0 -0.9 1.3
0.1 0.0 0.1
0.4 0.0 -0.4
-0.3 0.0 0.1
-0.9 0.9 -1.1
1.9 1.0 -0.5
1.0 -0.8 -0.6
0.3 -0.1 -0.1
0.2 0.4 -0.2
-0.5 -0.3 0.2
0.3 -0.1 0.1
0.5 -0.1 -0.5
-0.8 0.1 0.3
0.2 -0.3 0.0
0.4 0.0 -0.1
-0.6 0.4 0.4

Calculated values
DFT total energy: -10506.45241 eV
Total charge: +1
Highest occupied orbital energy (spin up / spin down): -14.45 / -14.45 eV
2S+1: 2
M: 110.15 g/mol
Gap between HOMO and LUMO (spin up / spin down): 8.8733 / 6.6068 eV
ΔE to the lowest compared entry with this formula, charge and spin: 2.112 eV
LUMO energy (spin up / spin down): -5.581 / -7.847 eV

=====

[6]
This record from the Open Molecules 2025 dataset describes a single C4H10N2S2 molecule. The level of theory is ωB97M-V with the def2-TZVPD basis set.

Last column: natural (NBO) charge in e.
Positions of all 18 atoms, in Å:
C  1.038812  -0.512468  1.765137  -0.53
C  -1.493766  -0.129829  0.979738  -0.45
C  0.022375  1.467070  -1.257110  -0.40
C  -0.027357  -0.962456  -1.449154  -0.45
N  -0.159133  0.294409  0.706828  -0.21
N  0.268701  0.254044  -0.571066  -0.25
S  0.749630  -0.899616  3.285098  0.25
S  2.452807  -0.550260  0.818969  0.11
H  -1.659013  -1.142821  0.661805  0.20
H  -1.810986  0.305090  1.941775  0.24
H  -2.107656  0.600300  0.321760  0.20
H  -1.008706  1.881927  -1.155167  0.17
H  0.645598  2.268403  -0.810649  0.22
H  0.138651  1.230385  -2.291738  0.20
H  0.665204  -1.074061  -2.213673  0.21
H  0.168872  -1.773315  -0.844477  0.21
H  -1.149792  -0.922942  -1.757859  0.19
H  3.265759  -0.333862  1.869783  0.12

Atomic forces in eV per Å
-1.8 1.3 -3.9
-1.1 2.7 -1.4
-0.3 1.8 0.8
-3.2 2.6 1.8
2.1 -0.2 2.4
-0.3 -2.2 -1.1
-0.5 -0.3 1.7
0.7 0.0 0.3
-0.7 -0.6 0.7
0.4 -1.3 0.2
0.6 -1.4 0.4
0.2 -0.6 0.1
0.1 -0.4 -0.8
0.6 0.6 -0.8
1.0 0.5 -1.8
-0.1 -2.0 1.5
2.0 -0.3 0.1
0.3 0.0 -0.1

Calculated values
DFT total energy: -28954.59793 eV
Total charge: 0
Highest occupied orbital energy (spin up / spin down): -5.95 / -8.72 eV
2S+1: 3
M: 150.27 g/mol
Gap between HOMO and LUMO (spin up / spin down): 6.7200 / 6.1527 eV
LUMO energy (spin up / spin down): 0.768 / -2.571 eV